Entry w
The following is a DFT calculation (ωB97M-V/def2-TZVPD) of C3H10NP in the gas phase.

Geometry (Å):
C 0.935 1.058 -0.528
C -1.456 0.391 -0.170
C -0.057 -0.073 -0.138
N 0.397 -0.652 1.168
P 0.536 -2.304 1.240
H 0.578 2.091 -0.711
H 1.686 1.094 0.197
H 1.227 0.731 -1.577
H -1.449 1.246 0.595
H -2.232 -0.449 0.170
H -1.858 0.834 -1.112
H 0.105 -0.922 -0.830
H -0.030 -0.227 1.914
H -0.468 -2.529 0.236
H 1.569 -2.634 0.229

natural (NBO) population analysis, charges in e, atoms 1 to 8: -0.6278 -0.6249 -0.0601 -0.9422 0.5466 0.2067 0.2262 0.2122

=====

Entry x
The following is a DFT calculation (ωB97M-V/def2-TZVPD) of C3H10NP in the gas phase.

Geometry (Å):
N -0.323 1.806 0.399
C 0.256 -0.478 1.523
C 1.291 0.168 -1.160
C -1.477 -0.481 -0.802
P -0.075 0.288 -0.032
H -0.159 2.031 1.380
H 1.324 -0.468 1.823
H -0.388 0.019 2.281
H -0.101 -1.461 1.493
H 1.155 0.824 -2.002
H 2.180 0.489 -0.671
H 1.551 -0.810 -1.520
H -1.888 -1.153 -0.070
H -1.226 -1.103 -1.678
H -2.119 0.330 -0.964

natural (NBO) population analysis, charges in e, atoms 1 to 8: -1.3681 -1.0004 -1.0125 -1.0108 1.7967 0.3676 0.2506 0.2583

=====

Entry y
The following is a DFT calculation (ωB97M-V/def2-TZVPD) of 2 unconnected molecules or ions with the total composition C3H10NP.

Geometry (Å):
C -1.134 -0.554 -1.652
C -0.434 1.899 0.397
C 1.813 0.263 0.467
N -0.114 -0.540 -0.867
P -0.062 0.122 0.729
H -2.031 -0.069 -1.624
H -1.179 -1.284 -2.569
H -1.212 -3.730 1.671
H 0.295 2.394 1.055
H -0.219 2.158 -0.730
H -1.391 2.135 0.679
H 2.053 1.219 1.033
H 2.234 -0.652 0.912
H 2.182 0.170 -0.583
H -0.801 -3.531 1.083

natural (NBO) population analysis, charges in e, atoms 1 to 8: -0.0247 -0.9476 -0.9180 -0.7139 0.9552 0.1407 0.1484 -0.0036

=====

It is entry x that is most stable; the runner-up trails by 16.0 kcal/mol.

=====

Entry w
The following is a DFT calculation (ωB97M-V/def2-TZVPD) of 3 unconnected molecules or ions with the total composition C4H15N2O2.

## Properties
⟨S²⟩   0.7532
Spin multiplicity   2

Geometry (Å):
C -1.090 1.114 -0.084
C 0.247 0.946 0.701
C 1.000 -0.277 0.288
C 1.534 -1.349 0.943
N 1.390 -0.135 -1.166
N -0.788 1.725 -1.401
H -1.697 0.210 -0.034
H -1.668 1.822 0.519
H 0.111 1.056 1.763
H 0.791 1.825 0.297
H 1.127 -1.628 1.912
H 2.188 -2.030 0.421
H 0.828 0.610 -1.629
H 1.223 -1.036 -1.598
H 2.328 0.295 -1.290
H -0.754 2.737 -1.325
H -1.591 1.628 -2.019
H 1.973 -3.692 -0.635
H 0.706 -3.773 -1.485
O 1.648 -3.565 -1.512
H -2.901 1.623 3.036
H -3.447 0.492 2.171
O -3.156 1.401 2.125

natural (NBO) population analysis, charges in e, atoms 1 to 8: -0.2444 -0.4729 -0.0461 -0.6881 -0.7679 -0.8809 0.1965 0.2012

=====

Entry x
The following is a DFT calculation (ωB97M-V/def2-TZVPD) of 3 unconnected molecules or ions with the total composition C4H15N2O2.

## Properties
⟨S²⟩   0.7530
Spin multiplicity   2

Geometry (Å):
C -2.321 1.213 0.177
C -1.506 0.030 0.472
C 0.003 0.293 0.330
N 2.365 0.704 -0.933
C 1.337 1.371 -1.453
N 0.062 1.092 -0.974
H -2.148 1.683 -0.823
H -3.381 1.197 0.065
H -2.184 1.967 0.865
H -1.635 -0.824 -0.185
H -1.617 -0.350 1.526
H 0.530 -0.653 0.200
H 0.444 0.853 1.273
H 3.258 0.937 -1.076
H 2.318 -0.002 -0.287
H 1.319 2.071 -2.314
H -0.666 1.044 -1.669
H -0.716 -0.833 3.251
H 0.059 -2.043 2.874
O 0.112 -1.082 2.756
H 1.637 -3.239 -2.046
H 1.139 -2.921 -0.644
O 1.592 -2.509 -1.385

natural (NBO) population analysis, charges in e, atoms 1 to 8: -0.6181 -0.4186 -0.1986 -0.8191 0.0165 -0.6609 0.2027 0.2120

=====

It is entry x that is most stable; the runner-up trails by 11.5 kcal/mol.

=====

Entry w
The following is a DFT calculation (ωB97M-V/def2-TZVPD) of C7H13NO in the gas phase.

Geometry (Å):
C -0.417 1.822 -0.370
C 0.548 1.580 0.777
C 1.024 -0.040 1.368
C -1.761 -1.819 -0.627
C 1.814 -0.852 0.427
C -1.698 -0.362 -0.263
C -0.620 0.446 -0.931
N 0.174 -0.170 -1.747
O -2.453 0.148 0.539
H 0.772 0.463 -2.275
H 0.003 2.492 -1.122
H -1.371 2.204 -0.010
H 0.171 2.038 1.689
H 1.539 1.972 0.543
H 1.593 0.269 2.241
H 0.083 -0.501 1.658
H -0.872 -2.326 -0.252
H -2.653 -2.269 -0.199
H -1.750 -1.926 -1.710
H 1.809 -1.913 0.660
H 1.244 -0.786 -0.670
H 2.821 -0.472 0.274

natural (NBO) population analysis, charges in e, atoms 1 to 8: -0.5003 -0.3864 -0.3782 -0.7180 -0.6636 0.5318 0.2428 -0.6286

=====

Entry x
The following is a DFT calculation (ωB97M-V/def2-TZVPD) of C7H13NO in the gas phase.

Geometry (Å):
C 0.512 0.979 1.060
C -0.995 0.952 -1.135
C 0.228 0.528 2.481
C 1.987 0.976 0.709
N -0.437 0.123 -0.081
C -0.107 -1.160 -0.082
C -1.110 -1.987 -1.232
C -1.095 -1.858 -2.555
O 0.537 -1.873 0.650
H 0.118 1.990 0.933
H -1.638 -2.794 -0.733
H -1.206 1.948 -0.735
H -0.277 1.047 -1.953
H -1.933 0.538 -1.502
H 0.662 -0.452 2.698
H -0.847 0.487 2.679
H 0.658 1.237 3.202
H 2.432 -0.018 0.817
H 2.543 1.658 1.365
H 2.148 1.313 -0.320
H -0.520 -1.094 -3.070
H -1.658 -2.538 -3.194

natural (NBO) population analysis, charges in e, atoms 1 to 8: 0.0093 -0.4051 -0.6408 -0.6445 -0.4528 0.6995 -0.2724 -0.4222

=====

Entry y
The following is a DFT calculation (ωB97M-V/def2-TZVPD) of C7H13NO in the gas phase.

Geometry (Å):
C -0.795 -0.876 1.583
C -1.079 1.879 -0.767
C -0.814 -0.887 0.086
N -1.725 -1.358 -0.647
H -2.514 -1.779 -0.162
H -1.694 -1.358 1.983
H 0.085 -1.409 1.943
H -0.735 0.131 1.954
H -1.042 2.961 -0.660
H -1.850 1.491 -0.102
H -1.351 1.640 -1.799
C 0.357 -0.241 -0.647
C 1.660 -0.830 -0.156
C 0.292 1.292 -0.440
C 2.441 -0.388 0.811
O 0.267 -0.530 -2.026
H -0.625 -0.887 -2.167
H 1.950 -1.700 -0.736
H 0.555 1.537 0.586
H 1.042 1.728 -1.095
H 2.216 0.477 1.406
H 3.360 -0.894 1.054

natural (NBO) population analysis, charges in e, atoms 1 to 8: -0.6987 -0.6123 0.3511 -0.6752 0.3514 0.2194 0.2469 0.2308

=====

Entry z
The following is a DFT calculation (ωB97M-V/def2-TZVPD) of C7H13NO in the gas phase.

Geometry (Å):
C -0.451 -0.231 0.932
C -1.656 0.121 1.788
C -0.347 -1.727 0.697
C 0.819 0.364 1.513
C -0.114 0.325 -1.514
C 1.176 0.713 -1.467
N -0.612 -0.410 -2.585
C 2.159 1.479 -1.851
O -0.936 0.473 -0.475
H -0.142 -0.267 -3.465
H -1.620 -0.444 -2.634
H -1.534 -0.315 2.781
H -2.567 -0.255 1.330
H -1.745 1.199 1.890
H 0.496 -1.956 0.050
H -1.246 -2.090 0.203
H -0.252 -2.239 1.657
H 0.781 1.450 1.478
H 0.918 0.056 2.556
H 1.699 0.017 0.979
H 2.001 2.423 -2.366
H 3.172 1.317 -1.497

natural (NBO) population analysis, charges in e, atoms 1 to 8: 0.3525 -0.6377 -0.6635 -0.6651 0.4467 -0.1643 -0.8282 -0.4404

=====

It is entry y that is most stable; the runner-up trails by 23.1 kcal/mol.

=====

Entry w
The following is a DFT calculation (ωB97M-V/def2-TZVPD) of 2 unconnected molecules or ions with the total composition C4H4IN.

Geometry (Å):
C 0.897 -2.186 0.126
C -0.634 0.559 -0.787
C -0.635 0.764 0.719
C 0.520 0.191 0.034
N 0.995 -3.321 0.166
I 2.471 0.901 -0.056
H -1.269 -0.221 -1.185
H -0.538 1.412 -1.449
H -0.530 1.766 1.117
H -1.277 0.135 1.314

natural (NBO) population analysis, charges in e, atoms 1 to 8: 0.1401 -0.4961 -0.4976 0.0074 -0.4894 0.3162 0.2672 0.2414

=====

Entry x
The following is a DFT calculation (ωB97M-V/def2-TZVPD) of C4H4IN in the gas phase.

Geometry (Å):
C -0.192 1.566 -0.085
C -1.144 0.682 0.109
C 0.529 -1.193 -0.123
C 1.563 -0.385 -0.026
N -0.794 -0.647 -0.093
I 3.506 0.128 -0.005
H -0.013 2.543 0.088
H -2.248 0.930 0.342
H 0.337 -2.213 -0.357
H -1.544 -1.410 0.150

natural (NBO) population analysis, charges in e, atoms 1 to 8: -0.1649 -0.1226 -0.1481 -0.3145 -0.5893 0.3110 0.1811 0.2373

=====

It is entry w that is most stable; the runner-up trails by 25.6 kcal/mol.

=====

Entry w
The following is a DFT calculation (ωB97M-V/def2-TZVPD) of C4H8ClNO in the gas phase.

Geometry (Å):
C -0.401 0.768 -0.673
C 0.730 0.440 0.335
C 0.832 -0.905 -1.754
C 0.118 -0.211 1.625
N -0.447 -0.486 -1.539
O 1.642 -0.398 -0.368
Cl 1.817 -0.138 -3.105
H -1.419 1.021 -0.229
H -0.287 1.708 -1.151
H 1.344 1.245 0.900
H 1.058 -1.979 -1.963
H 0.841 -0.524 2.474
H -0.473 -1.143 1.295
H -0.567 0.556 2.015
H -0.978 -0.166 -2.334

natural (NBO) population analysis, charges in e, atoms 1 to 8: -0.2578 0.0669 0.2742 -0.6336 -0.6484 -0.5339 -0.1288 0.2084

=====

Entry x
The following is a DFT calculation (ωB97M-V/def2-TZVPD) of 2 unconnected molecules or ions with the total composition C4H8ClNO.

Geometry (Å):
C 3.538 0.010 -0.424
C -1.507 0.685 -0.870
C -0.540 0.283 0.272
C -0.434 -1.027 0.859
N 3.210 -0.337 0.788
O 2.814 0.473 -1.280
Cl -0.829 -2.398 -0.170
H -2.513 0.457 -0.636
H -1.485 1.652 -1.167
H -1.189 0.224 -1.687
H -0.687 1.083 1.005
H 0.408 0.368 -0.180
H 4.568 -0.241 -0.672
H 3.741 -1.042 1.262
H 2.295 -0.412 1.071

natural (NBO) population analysis, charges in e, atoms 1 to 8: 0.5269 -0.5941 -0.6330 0.0756 -0.7881 -0.6178 -0.0212 0.2058

=====

It is entry w that is most stable; the runner-up trails by 41.6 kcal/mol.